C12H22ClIN2O2 as an isolated structure in a non-equilibrium geometry, computed with ωB97M-V/def2-TZVPD.

Properties
- 2S+1 = 2
- total energy (a.u.) = -1488.07216
- net charge = -1
- <S²> = 0.754

The geometry in XYZ format:
```
40
Properties=species:S:1:pos:R:3:forces:R:3:mulliken_spin:R:1
C 1.59581 -2.33251 1.95990 -2.04 0.86 -2.58 0.00
C 2.00770 -1.70118 0.46674 4.76 0.52 1.94 -0.01
O 3.28787 -1.38238 0.25872 -7.58 -1.42 0.34 0.00
N 0.86427 -1.50461 -0.49959 2.30 0.42 -1.41 0.00
C 0.98514 -2.69494 -1.47241 0.49 -1.42 0.04 0.00
C 0.92864 -0.20181 -1.25590 -2.27 0.77 0.77 0.00
Cl 2.05820 -0.21480 -2.72994 -0.35 0.16 0.59 0.00
C -0.61626 0.05916 -1.84202 0.41 0.05 -0.87 0.02
C -1.70837 0.40869 -0.67607 -2.43 -1.68 -1.29 0.00
C -2.59640 -0.99013 -0.44693 -0.48 0.09 -0.66 0.00
C -2.81557 1.51451 -1.25633 0.04 -0.24 0.77 0.01
N -1.15007 0.77267 0.67015 1.54 -1.72 -0.16 0.33
O -1.06545 -0.25586 1.52461 -0.27 2.32 -1.51 0.60
C 0.07865 1.63553 0.62420 1.61 1.75 2.02 0.00
C 0.73460 1.70581 2.15980 -0.07 0.90 -0.12 0.00
C -0.27607 3.21760 0.24004 0.26 -1.26 -0.98 0.01
C 1.28130 1.12466 -0.36278 0.34 0.75 -0.70 0.02
H 2.07892 -3.38492 2.15430 -0.76 2.64 -0.96 0.00
H 1.86399 -1.54015 2.81114 -0.36 -1.82 -2.54 0.00
H 0.41811 -2.49548 2.05805 2.35 0.47 -0.57 0.00
H 0.58562 -3.70178 -0.97689 0.68 2.38 -0.83 0.00
H 2.13831 -2.87085 -1.66903 -2.42 0.37 0.02 0.00
H 0.40983 -2.52587 -2.47724 1.14 -0.15 2.09 0.00
H -1.03551 -0.89560 -2.42192 1.13 2.00 1.36 0.00
H -0.55763 0.90883 -2.67846 -0.04 -1.63 2.01 0.00
H -1.89697 -1.93196 -0.36295 -1.39 2.05 0.20 0.00
H -3.26515 -1.15183 -1.41455 1.47 0.43 1.84 0.00
H -3.35898 -0.89181 0.45308 1.89 -0.25 -1.76 0.00
H -3.45979 1.90984 -0.33334 1.54 -0.66 -2.03 -0.01
H -2.27863 2.38606 -1.82919 -1.22 -1.62 1.20 0.00
H -3.57809 0.96491 -1.96388 1.73 1.10 1.25 0.00
H 1.54972 2.57579 2.15643 -1.65 -1.93 -0.17 0.00
H -0.08580 2.06756 2.94679 1.73 -1.14 -1.72 0.00
H 1.27031 0.71277 2.47082 -1.33 1.90 -0.54 0.00
H -1.20164 3.62983 0.83984 1.98 -0.82 -1.23 0.00
H 0.71020 3.82437 0.41546 -2.06 -1.04 -0.19 0.00
H -0.46420 3.20995 -0.93223 0.12 0.37 2.48 0.00
H 1.45831 2.00854 -1.14619 -0.39 -2.09 1.52 0.00
H 2.28319 1.05948 0.25335 -2.08 -0.32 -1.33 0.00
I 2.82191 -3.02809 4.28441 1.69 -1.10 3.72 0.00
```
Forces are in eV/Å.